Record 1
Here is 12 unconnected molecules or ions with the total composition C63H126F12N7O7P2 from the Open Molecules 2025 dataset. Energies are from ωB97M-V/def2-TZVPD.

LUMO level: -11.493 eV
Frontier orbital gap: 0.65 eV
Net charge: +5
Largest force on an atom: 7.00 eV Å⁻¹
Energy: -143257.1072 eV

Geometry (Å):
P  -0.179  -0.584  -4.368
P  3.895  2.620  1.642
F  -0.433  -0.159  -5.890
F  0.247  -0.946  -2.847
F  5.070  2.707  0.554
F  4.204  1.109  1.930
F  4.835  3.014  2.889
F  -1.545  -1.374  -4.245
F  3.602  4.228  1.167
F  2.861  2.107  0.415
F  1.282  0.208  -4.589
F  -0.908  0.828  -3.765
F  2.579  2.700  2.510
F  0.609  -1.970  -4.843
O  4.276  4.622  8.719
O  3.960  2.018  -9.231
O  -6.823  0.871  -9.487
O  3.387  -8.070  2.955
O  -8.139  -3.265  7.588
O  3.260  -6.452  -7.539
O  1.293  1.485  -1.416
N  2.831  -7.661  3.906
N  5.101  5.434  8.414
N  0.571  2.108  -0.824
N  3.286  -6.120  -6.309
N  -8.999  -2.771  6.760
N  -6.982  0.911  -8.361
N  3.935  2.427  -8.153
C  -11.362  6.498  13.438
C  2.875  1.633  -7.161
C  7.650  6.730  8.088
C  7.387  5.331  7.622
C  4.415  7.899  8.719
C  4.502  -6.567  -5.634
C  2.583  -6.284  4.334
C  2.602  0.214  -7.665
C  4.022  4.860  -8.033
C  -8.485  1.205  -7.790
C  1.660  2.612  -7.132
C  5.575  3.736  6.801
C  4.173  2.931  -5.235
C  -9.353  -1.018  5.026
C  1.879  4.004  -1.948
C  2.743  -3.679  -6.065
C  0.484  3.712  -1.322
C  -0.283  1.639  0.309
C  6.796  7.068  9.320
C  -10.570  6.286  14.541
C  -4.673  0.625  -8.165
C  1.125  -6.191  4.749
C  2.207  -5.307  -4.211
C  4.897  6.345  10.675
C  -6.220  -0.846  -6.786
C  -10.343  4.947  14.650
C  6.159  3.725  -8.539
C  1.055  -8.531  5.549
C  -6.096  1.693  -6.270
C  3.450  -8.905  6.019
C  -8.772  2.615  -8.227
C  4.911  -8.000  -6.098
C  3.611  -5.729  5.374
C  2.477  -8.968  4.923
C  -9.436  0.182  -8.557
C  -8.885  -2.425  5.393
C  -10.598  -3.049  8.500
C  5.457  6.182  6.091
C  5.622  -5.551  -6.134
C  0.773  -7.123  5.963
C  5.304  6.712  9.277
C  -11.083  -3.863  6.129
C  -0.720  4.099  0.913
C  -0.166  2.759  1.409
C  -1.696  1.267  -0.279
C  -8.569  1.131  -6.322
C  3.507  1.601  -5.727
C  -7.418  1.670  -5.494
C  2.855  -5.514  3.013
C  4.926  3.641  -7.731
C  -10.295  -3.073  7.129
C  3.557  -5.428  -3.544
C  2.305  -5.169  -5.742
C  0.271  4.665  -0.072
C  -5.968  0.649  -7.422
C  5.939  5.186  7.165
C  4.333  -6.638  -4.043
C  -0.618  3.666  -2.327
C  0.322  0.332  0.852
C  2.328  -10.165  4.048
C  0.995  -5.396  -6.516
C  5.337  3.312  -6.295
C  -7.368  -2.750  4.740
H  1.378  0.440  1.004
H  3.275  -0.555  -7.411
H  0.710  -6.427  -6.317
H  2.158  -11.011  4.754
H  -7.553  2.605  -4.986
H  6.702  2.770  -8.409
H  0.302  -6.283  4.022
H  3.505  3.803  -5.332
H  0.940  2.804  1.647
H  4.689  5.677  -7.862
H  4.630  -9.108  5.790
H  2.716  -4.460  3.263
H  -7.360  -2.900  3.633
H  -11.922  5.564  13.327
H  1.461  -6.065  -3.970
H  -7.294  -3.661  5.196
H  1.494  -10.207  3.261
H  7.619  4.580  8.393
H  -1.511  0.586  -1.143
H  -0.388  3.018  -3.208
H  6.888  8.125  9.734
H  5.029  8.567  8.168
H  3.065  -9.815  6.622
H  -9.028  -0.899  3.982
H  1.903  -3.017  -5.808
H  6.263  3.421  6.025
H  -10.282  -4.550  5.900
H  -9.310  0.483  -9.637
H  -9.829  2.786  -8.122
H  6.484  -5.415  -5.484
H  3.711  7.449  8.042
H  -11.327  -3.575  8.915
H  0.288  -0.402  0.073
H  -2.208  2.158  -0.693
H  3.271  4.859  -7.261
H  3.554  4.898  -9.070
H  -0.368  -6.906  6.251
H  6.746  4.439  -7.967
H  1.090  -5.100  5.122
H  -5.929  2.760  -6.622
H  3.414  -8.059  6.661
H  -10.787  4.075  14.119
H  3.893  8.378  9.553
H  -9.493  1.724  -5.994
H  -11.052  -3.286  5.257
H  5.862  -8.381  -5.670
H  3.045  -3.751  -7.101
H  -8.874  0.092  -6.098
H  7.258  6.372  9.987
H  3.235  -4.697  5.674
H  -0.274  -0.080  1.722
H  4.364  6.318  6.164
H  -8.073  -1.587  -1.464
H  4.023  5.696  10.657
H  -11.538  7.482  12.982
H  4.568  3.530  6.476
H  0.262  -4.757  -6.121
H  -9.480  4.508  15.349
H  5.867  3.094  7.663
H  -9.895  7.050  14.942
H  2.613  1.354  -5.209
H  1.643  -4.390  -4.018
H  -8.355  3.327  -7.519
H  3.750  -6.181  6.348
H  3.314  -10.258  3.393
H  4.107  -8.713  -5.865
H  -6.762  -1.978  5.158
H  -5.321  -1.178  -6.360
H  2.720  3.821  -1.202
H  1.720  0.049  -7.026
H  2.154  0.173  -8.647
H  2.089  3.527  -2.936
H  5.903  -5.783  -7.150
H  1.243  4.549  0.414
H  -5.300  1.487  -5.590
H  4.250  0.830  -5.586
H  -0.760  2.299  2.218
H  5.740  4.285  -5.893
H  0.410  -8.792  4.669
H  0.950  -9.209  6.446
H  -8.551  2.859  -9.289
H  -2.343  0.794  0.446
H  7.924  5.064  6.720
H  8.701  6.920  8.351
H  -0.823  4.806  1.749
H  5.190  -4.525  -6.189
H  5.670  5.809  5.091
H  5.335  -6.672  -3.627
H  1.912  3.314  -6.326
H  0.075  5.665  -0.459
H  1.283  3.206  -7.984
H  5.758  7.258  6.237
H  -3.930  0.035  -7.570
H  -10.493  0.399  -8.189
H  5.121  -8.090  -7.162
H  -7.339  0.964  -4.635
H  3.687  -3.398  -5.535
H  -9.821  -2.664  9.274
H  1.782  5.078  -2.113
H  -12.067  -4.177  6.534
H  4.527  7.232  11.184
H  5.652  5.944  11.381
H  7.459  7.446  7.308
H  3.404  -5.444  -2.475
H  2.075  -5.744  2.341
H  -7.026  -0.954  -6.041
H  -4.370  1.662  -8.284
H  -10.447  -0.901  5.043
H  3.929  -5.837  2.797
H  9.209  10.858  4.955
H  3.814  -7.619  -3.810
H  -1.699  4.010  0.423
H  -1.592  3.420  -1.887
H  -9.023  -0.367  5.757
H  4.599  -5.467  4.887
H  -6.328  -1.512  -7.638
H  -4.821  0.231  -9.160
H  4.094  -4.518  -3.808
H  -8.977  -0.786  -8.230
H  6.234  2.596  -6.225
H  0.810  2.036  -6.769
H  1.249  -5.332  -7.591
H  -0.676  4.695  -2.785
H  4.516  2.939  -4.212
H  1.163  -6.874  7.001
H  5.991  4.045  -9.566

Record 2
Here is a molecular structure, C13H18CeF5I2O2P2 from the Open Molecules 2025 dataset. Energies are from ωB97M-V/def2-TZVPD.

LUMO level (alpha / beta): -8.833 / -10.950 eV
Frontier orbital gap (alpha / beta): 5.96 / 3.81 eV
Spin multiplicity: 2
Net charge: +2
Largest force on an atom: 5.56 eV Å⁻¹
Energy: -79145.7765 eV

Geometry (Å):
Ce  -0.453  -0.227  -0.279
I  -1.782  -2.106  -2.388
I  1.829  1.760  1.432
P  1.922  -1.771  -0.315
P  -1.819  2.179  -0.054
F  -5.582  -3.977  3.655
F  -1.462  -3.188  1.417
F  -3.032  -4.793  2.961
F  -4.951  0.015  1.165
F  -6.508  -1.578  2.755
O  -0.463  -0.762  3.249
O  -2.239  -0.749  0.829
C  2.042  -2.891  1.092
C  -0.933  3.718  -0.300
C  -5.235  -1.942  2.449
C  -2.699  -2.773  1.789
C  -3.116  -1.521  1.430
C  -2.877  1.834  -1.488
C  1.715  -2.800  -1.799
C  -4.444  -1.120  1.704
C  -4.778  -3.182  2.896
C  -3.525  -3.591  2.550
C  -0.369  -0.612  2.111
C  -2.811  2.321  1.455
C  3.532  -0.994  -0.555
H  2.246  -2.332  2.011
H  4.295  -1.693  -0.923
H  3.878  -0.521  0.367
H  -3.498  2.709  -1.719
H  0.855  -3.470  -1.704
H  -0.177  3.600  -1.099
H  -3.437  3.239  1.463
H  2.833  -3.648  0.976
H  1.100  -3.426  1.259
H  -0.368  3.968  0.617
H  1.473  -2.164  -2.657
H  2.594  -3.400  -2.074
H  -2.281  1.595  -2.381
H  -3.446  1.444  1.604
H  -1.647  4.511  -0.564
H  -2.127  2.412  2.309
H  3.440  -0.188  -1.289
H  -3.526  0.959  -1.335

Record 3
Here is a single C6H7IN2 molecule from the Open Molecules 2025 dataset. Energies are from ωB97M-V/def2-TZVPD.

LUMO level: 0.535 eV
Energy relative to the best compared isomer or geometry (same formula, charge and spin): 3.1 kcal per mole
Frontier orbital gap: 9.28 eV
SMILES: I[C@@H]1CCn2ccnc21
Largest force on an atom: 4.99 eV Å⁻¹
Energy: -17414.3505 eV

Geometry (Å):
I  3.223  -0.628  0.058
N  -0.408  0.461  -0.343
N  0.178  1.799  1.260
C  0.427  0.654  0.706
C  -0.740  2.373  0.476
C  -1.131  1.584  -0.537
C  1.335  -0.939  0.863
C  -0.380  -0.807  -1.010
C  0.316  -1.710  0.040
H  -1.910  1.698  -1.257
H  1.272  -1.190  1.968
H  0.194  -0.857  -2.045
H  0.585  -2.516  -0.503
H  -0.566  -2.020  0.830
H  -1.310  -1.284  -1.263
H  -1.086  3.381  0.756

Record 4
Here is a molecular structure, C15H27ClIMnN2OP2 from the Open Molecules 2025 dataset. Energies are from ωB97M-V/def2-TZVPD.

LUMO level (alpha / beta): -12.664 / -12.661 eV
Frontier orbital gap (alpha / beta): 3.54 / 3.55 eV
Spin multiplicity: 4
Net charge: +3
Largest force on an atom: 7.52 eV Å⁻¹
Energy: -91507.2507 eV

Geometry (Å):
I  2.207  -1.689  0.721
Mn  -2.880  -0.942  0.223
Cl  -0.973  -1.359  -0.842
P  4.096  -1.154  -0.824
P  -5.098  -1.453  -0.477
O  2.306  0.806  0.042
N  0.301  1.310  3.056
N  -0.904  0.368  1.427
C  -0.852  1.726  1.173
C  1.546  0.312  -2.115
C  -0.429  3.670  2.637
C  -0.201  2.349  2.280
C  -0.092  0.134  2.467
C  -4.636  -0.198  0.940
C  4.866  -0.320  0.592
C  -4.278  -0.597  -1.900
C  2.149  -0.147  -0.729
C  -1.422  4.390  1.902
C  4.460  -2.996  -0.953
C  -1.652  2.509  0.329
C  -4.087  -3.002  -0.257
C  -1.937  3.827  0.710
C  4.295  -0.900  -2.592
H  -4.805  -3.732  0.211
H  3.627  -1.504  -3.202
H  3.681  -3.536  -1.518
H  -4.368  0.814  0.585
H  4.273  0.585  0.767
H  -1.924  2.052  -0.620
H  0.082  4.072  3.529
H  -3.778  -0.543  1.646
H  5.923  -0.049  0.471
H  4.544  -3.473  0.031
H  -3.136  -2.915  0.354
H  0.481  0.227  -1.957
H  1.770  1.376  -2.292
H  -3.771  -3.499  -1.201
H  5.327  -1.265  -2.660
H  -2.611  4.432  0.107
H  -3.595  -1.253  -2.439
H  0.940  1.487  3.844
H  1.940  -0.318  -2.927
H  -1.729  5.428  2.042
H  4.306  0.132  -2.891
H  -5.559  -0.210  1.528
H  5.381  -3.107  -1.516
H  4.827  -0.980  1.487
H  -3.673  0.214  -1.483
H  -5.078  -0.233  -2.539
H  0.141  -0.848  2.837

Record 5
Here is 2 unconnected molecules or ions with the total composition CH6BNO2 from the Open Molecules 2025 dataset. Energies are from ωB97M-V/def2-TZVPD.

LUMO level: 0.331 eV
Energy relative to the best compared isomer or geometry (same formula, charge and spin): 40.0 kcal per mole
Frontier orbital gap: 9.28 eV
Largest force on an atom: 3.47 eV Å⁻¹
Energy: -7395.3598 eV

Geometry (Å):
O  1.094  0.959  1.334
O  1.405  -2.133  1.822
N  0.159  -0.457  -0.459
C  -0.453  0.508  -1.381
B  0.746  -0.163  0.719
H  2.281  -2.307  1.475
H  0.225  -1.482  -0.566
H  -0.939  1.364  -0.913
H  1.301  0.982  2.262
H  -1.272  0.073  -2.099
H  0.391  0.968  -1.982